1.
23
Properties=species:S:1:pos:R:3 method="wB97M-V/def2-TZVPD" gap_ev=10.73 spin_multiplicity=1 largest_force_ha_per_bohr=0.114 e_above_lowest_kj_mol=325.4 smiles="O=CC[N@+]12CCO[Si@H]1OCC2" total_energy_ha=-805.54400 charge=+1
C 2.4738 -1.1250 0.2672
H -0.7185 2.7608 -0.8102
H -3.0542 -1.0899 -0.9758
H -1.7242 -2.1187 -0.1046
H -0.5203 -0.9640 -1.8995
H -0.5958 0.0934 2.7775
H 0.6102 3.1490 0.3835
C -2.1132 -1.1098 -0.3320
O 2.9652 -0.2717 -0.3764
H 0.7366 -1.8410 1.3278
N 0.1033 -0.1693 -0.0292
H 3.1846 -1.8801 0.8333
H 0.8700 -2.1243 -0.4760
H -1.1258 0.5687 -1.5019
H 1.6610 1.2110 0.2041
O -0.8933 1.9719 1.0851
O -2.3799 -0.3599 0.8059
C 0.7953 1.0891 -0.4422
H 0.8884 1.1449 -1.4244
Si -1.1347 0.4464 1.4878
C 0.9994 -1.2903 0.2543
C -0.9474 -0.3950 -1.0077
C -0.0805 2.3036 -0.0468



2.
19
Properties=species:S:1:pos:R:3 method="wB97M-V/def2-TZVPD" gap_ev=9.52 spin_multiplicity=1 largest_force_ha_per_bohr=0.009 e_above_lowest_kj_mol=94.8 total_energy_ha=-348.16873
H -1.7673 -2.4426 -1.3999
H -1.2361 0.2467 1.1432
H 0.8183 -1.6248 2.3638
C -0.6130 0.3783 0.2572
H -0.0405 -0.6592 -1.5418
H -0.8270 -2.3756 0.1107
C -1.5336 -1.8289 -0.5235
O 0.4489 2.0235 1.5107
H -2.4638 -1.6886 0.0406
H 0.9775 2.6880 -1.1759
H 1.3031 0.9916 -1.5639
C -0.9408 -0.4807 -0.9394
O 1.2945 -1.7037 1.5289
H -1.6494 0.0409 -1.5984
H 1.0001 -0.9175 1.0457
C 1.2834 1.7231 -0.7536
H 1.2978 2.4815 1.5271
C 0.3406 1.3131 0.3415
H 2.3073 1.8347 -0.3730



3.
9
Properties=species:S:1:pos:R:3 method="wB97M-V/def2-TZVPD" gap_ev="4.74 / 6.85" spin_multiplicity=3 s2=2.004 largest_force_ha_per_bohr=0.143 e_above_lowest_kj_mol=301.6 total_energy_ha=-1278.03678
C -1.4495 1.6379 0.2871
H 0.0446 -0.6127 0.1852
H -0.5090 2.2752 0.1781
P 1.0177 -0.0547 0.9974
C -2.4000 0.9297 0.1438
H 1.6531 -1.0359 1.7830
H 0.2217 0.5612 1.9928
S 2.0082 1.2284 -0.0126
Cl -3.7260 -0.0907 0.1915



4.
16
Properties=species:S:1:pos:R:3 method="wB97M-V/def2-TZVPD" gap_ev=10.61 spin_multiplicity=1 largest_force_ha_per_bohr=0.007 e_above_lowest_kj_mol=71.2 smiles="C[C@@H](O)CNC=O" total_energy_ha=-363.05841
C 0.3623 0.1563 -0.7357
H 0.0212 2.1765 -1.4299
H -1.8914 0.2059 1.6386
H 1.6912 1.8584 -0.8997
H 0.9332 0.1065 1.3346
H 1.1176 1.2158 -2.4499
H -0.5690 -0.1851 -1.2178
C 0.0488 0.4052 0.7584
C 0.8256 1.4323 -1.4191
O -0.3631 -2.3906 0.7083
O 1.3783 -0.8050 -0.8907
H -2.1631 -2.0455 1.5989
H -0.1334 1.4666 0.9503
N -1.1225 -0.3126 1.2444
C -1.2183 -1.6553 1.1802
H 1.0546 -1.6040 -0.4393